C39H41ClOP3Sc as an isolated structure at a distorted geometry. Source: the OMol25 dataset; level of theory: the ωB97M-V functional and the def2-TZVPD basis.

**HOMO level**: -14.008 eV
**HOMO-LUMO gap**: 7.088 eV
**Spin multiplicity**: 1
**Charge**: +2

Element x y z (Å)
Sc (-0.383, -0.251, 0.034)
Cl (-1.935, -2.015, 0.651)
P (-0.621, 1.454, 2.090)
P (-0.269, -0.549, -2.613)
C (0.208, 0.679, 3.552)
C (-2.369, 1.538, 2.698)
C (0.008, 3.188, 2.137)
C (0.959, 0.366, -3.676)
C (0.195, -2.347, -2.850)
C (-1.939, -0.514, -3.434)
C (1.275, 1.277, 4.236)
C (1.976, 0.581, 5.215)
C (1.648, -0.749, 5.497)
C (0.650, -1.383, 4.753)
C (-0.064, -0.671, 3.798)
H (1.585, 2.283, 3.984)
H (2.774, 1.066, 5.797)
H (2.151, -1.312, 6.318)
H (0.413, -2.441, 4.972)
H (-0.820, -1.172, 3.195)
C (1.261, 3.478, 1.575)
C (1.725, 4.791, 1.500)
C (0.914, 5.831, 1.973)
C (-0.382, 5.566, 2.449)
C (-0.838, 4.249, 2.491)
H (1.823, 2.667, 1.126)
H (2.719, 4.995, 1.081)
H (1.317, 6.855, 1.974)
H (-1.017, 6.385, 2.816)
H (-1.870, 4.040, 2.758)
C (-2.702, 1.407, 4.057)
C (-4.038, 1.402, 4.470)
C (-5.059, 1.488, 3.521)
C (-4.740, 1.522, 2.161)
C (-3.406, 1.554, 1.759)
H (-1.925, 1.269, 4.806)
H (-4.272, 1.362, 5.543)
H (-6.115, 1.542, 3.835)
H (-5.525, 1.567, 1.407)
H (-3.151, 1.576, 0.700)
C (-0.710, -3.397, -2.629)
C (-0.295, -4.739, -2.662)
C (1.059, -5.055, -2.757)
C (1.979, -4.009, -2.774)
C (1.552, -2.685, -2.799)
H (-1.747, -3.220, -2.321)
H (-1.050, -5.549, -2.638)
H (1.394, -6.112, -2.838)
H (3.040, -4.264, -2.783)
H (2.281, -1.894, -2.668)
C (2.006, 1.100, -3.105)
C (2.870, 1.861, -3.893)
C (2.718, 1.855, -5.288)
C (1.679, 1.128, -5.888)
C (0.783, 0.411, -5.077)
H (2.067, 1.116, -2.023)
H (3.647, 2.460, -3.409)
H (3.426, 2.428, -5.900)
H (1.550, 1.104, -6.977)
H (-0.074, -0.086, -5.533)
C (-2.212, -1.288, -4.576)
C (-3.467, -1.229, -5.191)
C (-4.511, -0.519, -4.597)
C (-4.286, 0.122, -3.372)
C (-3.013, 0.123, -2.800)
H (-1.487, -1.989, -4.983)
H (-3.619, -1.724, -6.150)
H (-5.511, -0.442, -5.070)
H (-5.082, 0.663, -2.865)
H (-2.850, 0.620, -1.832)
H (0.351, 1.389, -0.457)
H (-0.401, 1.585, -0.392)
C (3.265, -1.033, 2.190)
P (2.428, -2.056, 1.016)
C (3.651, -2.939, 0.083)
C (1.420, -3.265, 1.828)
O (1.476, -1.093, 0.319)
H (3.790, -0.405, 1.489)
H (3.880, -1.563, 2.903)
H (2.433, -0.466, 2.664)
H (4.357, -3.444, 0.695)
H (3.214, -3.671, -0.578)
H (4.125, -2.169, -0.482)
H (0.742, -2.573, 2.300)
H (0.992, -3.747, 0.965)
H (1.981, -3.912, 2.493)